No. 1
46
Properties=species:S:1:pos:R:3:mulliken_charge:R:1 method="wB97M-V/def2-TZVPD" spin_multiplicity=1 lumo_ev=-0.817 total_charge=0 fmax_ev_per_a=0.626
Pb 0.186 0.258 -0.346 1.711
F 3.437 -2.143 3.354 -0.322
C 2.238 -2.134 2.756 0.168
C 1.971 -1.159 1.814 -1.067
C 0.736 -1.179 1.201 0.329
C -0.232 -2.154 1.457 -0.004
C 0.099 -3.066 2.455 0.423
F -0.793 -3.994 2.842 -0.340
C 1.312 -3.084 3.110 -0.912
C -1.500 -2.233 0.680 0.998
C -2.285 -3.375 0.594 -0.856
C -3.408 -3.349 -0.209 -0.442
C -3.736 -2.192 -0.896 -0.791
C -2.899 -1.102 -0.779 -0.236
N -1.805 -1.135 -0.008 -0.066
H 2.730 -0.430 1.585 0.760
H 1.520 -3.828 3.866 0.516
H -2.007 -4.279 1.109 0.479
H -4.018 -4.238 -0.305 0.426
H -4.612 -2.130 -1.525 0.416
H -3.081 -0.178 -1.305 0.429
N 1.944 -0.127 -3.550 -0.127
C 1.220 -1.208 -3.115 0.243
N 1.177 -2.358 -3.747 -0.500
N 0.370 -3.129 -2.979 -0.684
N -0.045 -2.484 -1.953 -0.229
N 0.480 -1.224 -2.008 0.378
C 2.149 1.019 -2.828 0.423
N 2.922 1.993 -3.246 -0.501
N 2.841 2.938 -2.281 -0.714
N 2.066 2.567 -1.335 -0.211
N 1.589 1.322 -1.647 0.518
H 2.463 -0.228 -4.405 0.223
Br 2.735 2.177 2.001 -0.015
C 1.191 3.121 1.498 0.172
C 1.116 4.457 1.839 -0.556
C -0.024 5.159 1.491 -0.330
C -1.035 4.515 0.806 -0.737
C -0.854 3.187 0.475 0.739
N 0.233 2.489 0.827 -0.114
C -1.863 2.473 -0.386 0.162
O -2.974 2.929 -0.509 -0.643
O -1.433 1.398 -0.998 -0.464
H 1.939 4.928 2.354 0.423
H -0.111 6.207 1.747 0.421
H -1.947 5.004 0.499 0.502

No. 2
41
Properties=species:S:1:pos:R:3:mulliken_charge:R:1 method="wB97M-V/def2-TZVPD" spin_multiplicity=1 lumo_ev=-0.540 total_charge=-1 de_lowest_kj_mol=0.0 fmax_ev_per_a=2.580
Cl 2.782 -1.091 3.228 -0.110
C 1.327 -0.187 3.248 0.225
C 1.332 1.178 3.273 0.395
Cl 2.786 2.075 3.281 -0.149
C 0.072 1.975 3.276 0.210
O 0.073 3.202 3.272 -0.625
C -1.191 1.180 3.277 0.349
Cl -2.644 2.080 3.291 -0.145
C -1.189 -0.183 3.252 0.204
Cl -2.647 -1.089 3.243 -0.118
C 0.067 -0.973 3.207 0.201
O 0.065 -2.205 3.128 -0.494
C -3.861 -5.126 2.477 -0.393
C -2.666 -4.972 3.188 -0.628
C -1.445 -4.931 2.510 -0.145
C -1.429 -5.047 1.121 -0.145
S 0.145 -4.991 0.242 1.314
C 0.366 -3.304 -0.057 -0.517
C 1.480 -2.854 -0.749 1.022
C 1.630 -1.444 -1.006 -0.848
C 2.726 -0.960 -1.681 -0.402
C 3.731 -1.851 -2.131 -0.180
N 4.864 -1.346 -2.824 0.932
O 5.737 -2.153 -3.219 -0.673
O 4.947 -0.109 -3.013 -0.676
C 3.613 -3.243 -1.895 -0.567
C 2.519 -3.737 -1.225 -0.651
O 1.135 -5.496 1.167 -0.659
O -0.085 -5.713 -0.992 -0.698
C -2.615 -5.187 0.397 -0.241
C -3.832 -5.228 1.081 -0.565
H -4.814 -5.175 3.012 0.363
H -2.675 -4.901 4.277 0.367
H -0.511 -4.808 3.053 0.356
H -0.397 -2.624 0.304 0.390
H 0.843 -0.771 -0.659 0.369
H 2.847 0.102 -1.884 0.425
H 4.400 -3.902 -2.257 0.412
H 2.447 -4.812 -1.056 0.321
H -2.576 -5.276 -0.688 0.425
H -4.760 -5.355 0.520 0.351

No. 3
42
Properties=species:S:1:pos:R:3:mulliken_charge:R:1 method="wB97M-V/def2-TZVPD" spin_multiplicity=1 lumo_ev=-8.259 total_charge=+2 de_lowest_kj_mol=36.4 fmax_ev_per_a=0.643
Y -0.117 -1.216 -0.498 0.889
O -3.577 5.834 1.487 -0.434
C -3.795 4.526 1.291 0.682
O -4.807 4.004 1.649 -0.493
C -2.710 3.705 0.630 0.538
C -1.677 4.227 -0.141 -1.130
C -0.752 3.396 -0.757 -1.027
C -0.869 2.026 -0.594 2.227
C -1.890 1.507 0.186 -0.156
C -2.816 2.329 0.793 -1.594
N 0.004 1.058 -1.191 0.105
C 0.902 1.352 -2.047 -0.061
C 1.740 0.313 -2.655 0.518
C 2.724 0.658 -3.550 -0.783
C 3.488 -0.354 -4.132 -0.351
C 3.229 -1.665 -3.792 -0.779
C 2.219 -1.933 -2.875 0.027
N 1.484 -0.973 -2.314 -0.015
H -2.680 6.101 1.255 0.296
H -1.586 5.294 -0.304 0.272
H 0.039 3.839 -1.346 0.327
H -2.000 0.432 0.330 0.077
H -3.633 1.937 1.383 0.488
H 1.064 2.373 -2.385 0.302
H 2.895 1.698 -3.795 0.453
H 4.270 -0.110 -4.839 0.479
H 3.792 -2.482 -4.220 0.422
H 2.005 -2.954 -2.585 0.411
F 0.039 -5.336 5.111 -0.254
C 0.419 -4.378 4.290 0.736
C 1.711 -3.879 4.347 0.093
F 2.559 -4.367 5.229 -0.238
C 2.112 -2.876 3.477 0.316
F 3.356 -2.430 3.563 -0.282
C 1.238 -2.351 2.539 -0.396
Se 1.791 -0.949 1.368 -0.165
C -0.028 -2.879 2.519 1.042
F -0.939 -2.393 1.580 -0.238
C -0.474 -3.873 3.358 -0.370
F -1.710 -4.339 3.272 -0.261
I -2.735 -1.391 -2.546 0.215
I -4.285 -3.483 -3.090 0.112

No. 4
42
Properties=species:S:1:pos:R:3:mulliken_charge:R:1 method="wB97M-V/def2-TZVPD" spin_multiplicity=1 lumo_ev="-2.214 / -2.238" total_charge=0 de_lowest_kj_mol=215.0 fmax_ev_per_a=4.006
Os 0.200 0.485 -0.111 1.899
O 0.372 -3.889 -0.534 -0.675
C 0.074 -2.719 -0.460 -0.050
O 0.821 -1.690 -0.650 -0.570
C -1.333 -2.336 -0.136 0.692
C -2.377 -3.225 0.028 -0.657
C -3.645 -2.709 0.242 -0.216
C -3.833 -1.334 0.279 -0.691
C -2.730 -0.525 0.109 0.626
N -1.519 -1.032 -0.091 -0.216
C -2.762 0.965 0.054 0.346
O -3.789 1.582 0.126 -0.663
O -1.563 1.429 -0.132 -0.435
H -2.176 -4.284 -0.034 0.503
H -4.487 -3.376 0.379 0.452
H -4.803 -0.879 0.419 0.499
O 1.619 -0.315 3.620 -0.665
C 1.404 -0.089 2.457 0.321
O 0.235 0.047 1.892 -0.632
C 2.547 0.015 1.478 0.586
C 3.876 -0.048 1.889 -0.911
C 4.851 -0.003 0.936 -0.589
C 4.501 0.033 -0.432 0.951
C 5.474 0.028 -1.457 -0.879
C 5.098 0.015 -2.767 -0.638
C 3.731 -0.023 -3.107 -0.847
C 2.765 -0.009 -2.142 -0.336
C 3.131 0.049 -0.782 0.812
N 2.181 0.093 0.217 0.080
H 4.078 -0.125 2.947 0.577
H 5.898 -0.011 1.210 0.450
H 6.521 0.029 -1.181 0.397
H 5.842 0.017 -3.552 0.418
H 3.441 -0.068 -4.148 0.419
H 1.723 -0.072 -2.410 0.304
Cl 3.140 4.070 -1.985 -0.178
C 1.428 4.207 -1.486 -0.519
C 1.065 2.895 -0.839 0.832
O 0.648 1.960 -1.592 -0.796
O 1.224 2.706 0.382 -0.646
H 0.835 4.384 -2.376 0.288
H 1.349 5.018 -0.771 0.358